1.
{"formula": "C28H30N3", "method": "ωB97M-V/def2-TZVPD", "lumo_ev": -4.282, "orbital_gap_ev": 5.95, "total_charge": 1, "e_above_lowest_kcal_mol": 12.21, "e_homo_ev": -10.2, "elements": ["C", "N", "C", "C", "C", "C", "C", "C", "C", "N", "C", "C", "C", "C", "C", "C", "C", "C", "C", "C", "C", "C", "C", "C", "H", "H", "H", "H", "H", "H", "H", "H", "H", "H", "H", "H", "H", "H", "H", "H", "H", "H", "H", "H", "H", "H", "H", "C", "C", "C", "C", "N", "C", "C", "H", "H", "H", "H", "H", "H", "H"], "xyz": [[6.0231, 1.6721, 1.2447], [4.5906, 1.4460, 1.2599], [3.6795, 2.3558, 0.8280], [2.3674, 1.8477, 1.0409], [1.1699, 2.5278, 0.8517], [-0.1412, 1.9614, 0.8795], [-0.4580, 0.6743, 0.3705], [-1.6954, 0.0901, 0.5801], [-2.7159, 0.8204, 1.2564], [-3.9344, 0.2536, 1.4892], [-4.3028, -1.0078, 0.8721], [-3.1265, -1.9633, 0.8388], [-1.9296, -1.3185, 0.1449], [-5.0443, 1.0467, 1.9832], [-4.5817, 2.0523, 3.0187], [-3.4597, 2.9230, 2.4631], [-2.4347, 2.1431, 1.7100], [-1.1982, 2.7027, 1.4631], [2.5439, 0.5156, 1.6328], [1.6816, -0.4256, 2.1711], [2.1990, -1.6143, 2.7073], [3.5847, -1.8220, 2.7807], [4.4805, -0.8396, 2.3199], [3.9410, 0.2991, 1.7415], [6.5201, 0.7988, 1.6689], [6.3786, 1.8386, 0.2187], [6.2841, 2.5644, 1.8314], [3.9801, 3.3112, 0.4080], [1.2478, 3.6057, 0.6771], [0.3042, 0.0971, -0.1576], [-5.1346, -1.4247, 1.4524], [-4.6645, -0.8396, -0.1598], [-2.8502, -2.2411, 1.8619], [-3.4193, -2.8719, 0.3095], [-2.0813, -1.3395, -0.9460], [-1.0306, -1.9170, 0.3432], [-5.5343, 1.5827, 1.1488], [-5.7774, 0.3516, 2.4092], [-5.4258, 2.6783, 3.3125], [-4.2215, 1.5242, 3.9079], [-3.8863, 3.6953, 1.8048], [-2.9707, 3.4547, 3.2878], [-0.9989, 3.7226, 1.7973], [0.6091, -0.2331, 2.1810], [1.5062, -2.3715, 3.0742], [3.9566, -2.7505, 3.2086], [5.5610, -0.9450, 2.3972], [0.8046, -4.3962, 9.5721], [0.7951, -3.3153, 8.5202], [1.2961, -3.5712, 7.2397], [1.2773, -2.5420, 6.2796], [0.7904, -1.3226, 6.5312], [0.3114, -1.0732, 7.7573], [0.2923, -2.0359, 8.7857], [0.3817, -4.0187, 10.5099], [0.2165, -5.2700, 9.2552], [1.8264, -4.7506, 9.7718], [1.7006, -4.5469, 6.9692], [1.6720, -2.7224, 5.2754], [-0.0785, -0.0684, 7.9475], [-0.1111, -1.7719, 9.7650]], "lowdin_charge": [0.01, -0.06, 0.07, -0.13, 0.08, -0.21, 0.00, -0.13, -0.07, -0.06, -0.15, -0.16, -0.14, -0.15, -0.16, -0.14, -0.13, 0.04, -0.10, 0.00, -0.06, -0.05, 0.01, -0.15, 0.09, 0.11, 0.11, 0.15, 0.14, 0.14, 0.13, 0.14, 0.13, 0.12, 0.13, 0.12, 0.14, 0.13, 0.12, 0.13, 0.13, 0.13, 0.14, 0.11, 0.10, 0.11, 0.11, -0.05, -0.28, -0.03, -0.15, 0.03, -0.14, -0.03, 0.08, 0.09, 0.09, 0.11, 0.07, 0.10, 0.11]}

***

2.
{"formula": "H26O13", "method": "ωB97M-V/def2-TZVPD", "lumo_ev": -0.618, "orbital_gap_ev": 9.29, "e_above_lowest_kcal_mol": 167.62, "e_homo_ev": -9.9, "elements": ["O", "H", "H", "O", "H", "H", "O", "H", "H", "O", "H", "H", "O", "H", "H", "O", "H", "H", "O", "H", "H", "O", "H", "H", "O", "H", "H", "O", "H", "H", "O", "H", "H", "O", "H", "H", "O", "H", "H"], "xyz": [[0.0594, -0.2786, 0.1542], [0.4626, 0.4251, 0.7995], [0.1355, 0.0605, -0.7526], [0.9471, 0.7935, -1.9512], [1.6026, 1.2645, -1.4061], [1.0125, 0.6437, -2.7687], [2.0864, -1.7567, 2.8954], [1.5207, -1.6270, 3.6002], [1.3231, -1.9801, 2.3227], [-1.3942, -0.6688, 2.4906], [-1.4276, -1.2672, 1.6477], [-1.8515, -1.1384, 3.1421], [-0.3470, -2.4893, -1.9508], [0.2452, -3.0964, -1.5884], [-1.2711, -3.1365, -1.9823], [2.8742, -0.6665, 0.5254], [2.2097, -0.0436, 0.2949], [2.6897, -0.7956, 1.5684], [1.2708, 2.2397, 0.7303], [1.5078, 2.5317, 1.6395], [2.1080, 2.4842, 0.1974], [-1.4574, -0.7072, -3.1182], [-0.7713, -1.2585, -2.7483], [-1.6831, 0.0613, -2.7035], [-1.9605, -2.1242, 0.1753], [-1.1497, -2.0045, -0.4159], [-2.0192, -2.9370, 0.2547], [-2.3793, 2.5001, 0.5011], [-2.4700, 3.3738, 0.1715], [-1.5671, 2.1225, 0.2151], [-1.5952, 1.5356, -2.3837], [-1.5292, 2.4160, -2.8274], [-0.7840, 1.5008, -2.0399], [1.0355, -2.7662, 0.6788], [1.9513, -2.8306, 0.2482], [0.7771, -1.9217, 0.4378], [-0.0841, 4.0693, 1.0271], [0.4065, 3.2445, 1.0448], [-0.4842, 4.2277, 1.8741]], "lowdin_charge": [-0.11, 0.09, 0.00, 0.07, 0.09, -0.03, -0.04, 0.01, 0.02, -0.09, 0.03, -0.01, -0.09, 0.02, 0.23, -0.10, -0.06, 0.08, -0.04, 0.13, 0.16, -0.04, -0.05, -0.10, 0.03, 0.04, -0.09, -0.03, 0.01, -0.02, 0.01, 0.12, -0.07, -0.06, 0.11, -0.07, -0.06, -0.12, 0.04]}

***

3.
{"formula": "C6H11O4Zn", "method": "ωB97M-V/def2-TZVPD", "lumo_ev": [-0.204, -0.252], "orbital_gap_ev": [7.56, 7.91], "spin_multiplicity": 2, "e_above_lowest_kcal_mol": 0.36, "e_homo_ev": [-7.8, -8.2], "s_squared": 0.75, "elements": ["H", "C", "O", "C", "H", "H", "H", "H", "H", "O", "C", "C", "O", "C", "C", "O", "Zn", "H", "H", "H", "H", "H"], "xyz": [[0.5101, -0.4486, -1.4094], [0.1368, -3.7855, -1.9488], [1.3934, -3.1641, -2.1238], [1.3512, -1.8846, -2.5861], [0.3178, -4.7917, -1.5545], [-0.4791, -3.2168, -1.2334], [-0.3971, -3.8582, -2.9101], [0.7608, -1.7277, -3.4965], [2.3505, -1.4508, -2.6616], [-1.2292, 0.8491, -1.0232], [-0.0186, 0.4580, -0.6982], [0.6998, 1.0019, 0.3058], [0.0883, 2.0556, 0.9984], [-0.0928, 1.9061, 2.4178], [-1.2054, 2.8733, 2.8178], [-2.3276, 2.7241, 2.0089], [-1.8031, 2.1474, 0.3098], [1.7214, 0.7456, 0.5828], [0.8532, 2.1171, 2.9377], [-0.3958, 0.8648, 2.6182], [-0.8007, 3.9050, 2.7648], [-1.4337, 2.6802, 3.8838]], "lowdin_charge": [0.13, -0.10, -0.21, -0.08, 0.09, 0.09, 0.09, 0.08, 0.07, -0.23, -0.30, -0.17, -0.24, -0.18, -0.34, -0.33, 1.00, 0.11, 0.13, 0.13, 0.12, 0.12]}

***

4.
{"formula": "C30H58BBr2I2O10S5", "method": "ωB97M-V/def2-TZVPD", "lumo_ev": 1.725, "orbital_gap_ev": 6.33, "total_charge": -1, "e_homo_ev": -4.6, "elements": ["C", "C", "C", "I", "B", "I", "C", "C", "C", "C", "C", "Br", "C", "C", "Br", "H", "H", "H", "H", "H", "H", "H", "H", "H", "H", "H", "H", "H", "H", "H", "H", "H", "H", "C", "C", "C", "S", "O", "O", "C", "H", "H", "H", "H", "H", "H", "H", "H", "C", "C", "C", "S", "O", "O", "C", "H", "H", "H", "H", "H", "H", "H", "H", "C", "C", "C", "S", "O", "O", "C", "H", "H", "H", "H", "H", "H", "H", "H", "C", "C", "C", "S", "O", "O", "C", "H", "H", "H", "H", "H", "H", "H", "H", "C", "C", "C", "S", "O", "O", "C", "H", "H", "H", "H", "H", "H", "H", "H"], "xyz": [[-1.7528, -0.6874, 1.5943], [-0.5767, 0.2614, 1.1539], [-0.8959, 1.6111, 0.4373], [0.9507, 2.8401, 0.6236], [-2.1475, 2.5645, 0.8215], [-2.2612, 3.8736, -1.0576], [-3.6524, 1.8723, 0.7937], [-4.3935, 1.8038, 2.1975], [-5.3326, 0.5026, 2.3078], [-5.4124, 3.0431, 2.2420], [-1.9560, 3.7103, 1.9893], [-2.4441, 5.6324, 1.6413], [-1.5060, 3.5197, 3.2848], [-1.1178, 2.1151, 3.8250], [-1.3527, 5.0134, 4.5982], [-1.2993, -1.5308, 2.1985], [-2.2056, -1.1604, 0.6736], [-2.5653, -0.2212, 2.2081], [0.1053, 0.3837, 2.0499], [0.0542, -0.3513, 0.4396], [-0.9389, 1.3977, -0.6741], [-3.6385, 0.8264, 0.3444], [-4.3663, 2.4368, 0.1182], [-3.7454, 1.9189, 3.1011], [-4.9071, -0.3620, 1.7230], [-5.4925, 0.2249, 3.3930], [-6.3454, 0.7852, 1.8853], [-6.1113, 2.9716, 1.3593], [-4.8550, 4.0124, 2.1448], [-6.0108, 3.0527, 3.1998], [-0.0237, 1.9446, 3.5919], [-1.7781, 1.2687, 3.5198], [-1.1648, 2.1642, 4.9578], [3.6302, -2.9502, -2.3933], [4.4207, -1.9721, -1.5183], [3.4186, -0.9875, -0.9054], [1.8637, -1.8651, -0.7930], [0.9122, -1.2343, -1.6801], [1.5631, -2.1277, 0.5978], [2.4332, -3.3756, -1.5529], [4.2329, -3.8034, -2.6900], [3.2895, -2.4437, -3.3039], [4.9266, -2.5244, -0.7182], [5.1857, -1.4518, -2.0878], [3.7242, -0.6674, 0.0905], [3.2691, -0.1206, -1.5430], [1.6321, -3.8207, -2.1427], [2.7347, -4.0549, -0.7533], [5.8724, 0.6777, -6.5406], [4.4659, 0.3517, -7.0499], [3.9261, -0.8027, -6.2011], [4.7334, -0.6723, -4.6083], [5.5826, -1.8265, -4.4276], [3.7670, -0.2621, -3.6220], [5.7605, 0.7282, -5.0218], [6.2420, 1.6205, -6.9465], [6.5662, -0.1140, -6.8389], [3.8235, 1.2287, -6.9298], [4.4700, 0.0920, -8.1097], [2.8476, -0.7328, -6.0646], [4.1845, -1.7708, -6.6308], [6.7216, 0.6448, -4.5165], [5.2404, 1.6304, -4.6952], [-4.1865, 7.3561, 6.0230], [-3.4281, 8.3400, 6.9171], [-4.4593, 9.2903, 7.5326], [-5.9950, 8.3725, 7.6206], [-6.9529, 8.9921, 6.7344], [-6.3027, 8.0884, 9.0046], [-5.3808, 6.8869, 6.8448], [-3.5577, 6.5203, 5.7172], [-4.5312, 7.8679, 5.1199], [-2.9150, 7.7892, 7.7109], [-2.6697, 8.8907, 6.3584], [-4.1707, 9.6054, 8.5346], [-4.6251, 10.1640, 6.9020], [-6.1654, 6.4319, 6.2425], [-5.0695, 6.2029, 7.6362], [-3.8291, -2.4742, -4.4197], [-3.0208, -1.2818, -3.8998], [-1.9273, -1.8337, -2.9813], [-1.5721, -3.4879, -3.5641], [-1.9663, -4.4318, -2.5433], [-0.2579, -3.5111, -4.1676], [-2.8015, -3.5104, -4.8596], [-4.4885, -2.1900, -5.2416], [-4.4483, -2.8798, -3.6140], [-2.5629, -0.7571, -4.7436], [-3.6517, -0.5647, -3.3726], [-1.0207, -1.2334, -3.0275], [-2.2710, -1.9071, -1.9493], [-3.2161, -4.5124, -4.9604], [-2.3124, -3.2106, -5.7881], [4.8506, -8.2156, 0.8092], [5.3199, -6.8492, 1.3167], [6.0582, -6.1610, 0.1651], [5.3492, -6.8133, -1.3446], [6.3632, -7.5702, -2.0407], [4.5806, -5.7781, -1.9957], [4.2278, -7.9577, -0.5573], [4.1379, -8.6787, 1.4930], [5.7086, -8.8871, 0.7089], [4.4516, -6.2510, 1.6071], [5.9609, -6.9427, 2.1947], [5.9236, -5.0802, 0.1881], [7.1212, -6.4029, 0.1693], [4.1309, -8.8570, -1.1633], [3.2599, -7.4625, -0.4617]], "lowdin_charge": [-0.10, -0.35, -0.65, 0.76, -1.17, 0.65, -0.22, -0.40, -0.10, -0.10, -0.64, 0.48, -0.72, -0.14, 0.57, 0.08, 0.07, 0.05, 0.07, 0.05, 0.04, 0.09, 0.05, 0.10, 0.06, 0.07, 0.07, 0.08, 0.04, 0.07, 0.07, 0.06, 0.06, -0.24, -0.22, -0.21, 0.68, -0.32, -0.33, -0.22, 0.08, 0.09, 0.11, 0.08, 0.11, 0.08, 0.10, 0.10, -0.22, -0.22, -0.21, 0.68, -0.30, -0.32, -0.22, 0.11, 0.12, 0.12, 0.11, 0.11, 0.11, 0.11, 0.11, -0.22, -0.22, -0.23, 0.66, -0.33, -0.34, -0.23, 0.05, 0.13, 0.12, 0.12, 0.10, 0.10, 0.11, 0.11, -0.23, -0.21, -0.22, 0.66, -0.32, -0.34, -0.24, 0.11, 0.12, 0.12, 0.12, 0.08, 0.10, 0.10, 0.10, -0.22, -0.21, -0.22, 0.68, -0.32, -0.32, -0.23, 0.12, 0.12, 0.12, 0.11, 0.10, 0.11, 0.11, 0.11]}

***

no.,electronic energy (eV)
1,-33987.8196
2,-27034.6784
3,-63003.8977
4,-263664.7369